*1*
{
  "formula": "C3H6BrO3P",
  "method": "ωB97M-V/def2-TZVPD",
  "elements": ["C", "C", "C", "O", "O", "O", "P", "Br", "H", "H", "H", "H", "H", "H"],
  "xyz": [[-0.883, 0.466, 0.365], [-0.043, 1.650, -0.051], [1.298, 1.747, 0.081], [0.328, -1.834, 0.849], [-1.697, -1.868, -0.599], [0.602, -1.028, -1.585], [-0.314, -1.026, -0.432], [2.302, 0.411, 0.951], [-1.956, 0.740, 0.240], [-0.685, 0.268, 1.374], [-0.436, 2.450, -0.663], [1.955, 2.596, -0.230], [1.278, -1.772, 0.684], [-1.750, -2.800, -0.984]],
  "e_lumo_ev": 0.60,
  "orbital_gap_ev": 10.247,
  "smiles": "O=P(O)(O)C/C=C\\Br",
  "spin_multiplicity": 1
}

*2*
{
  "formula": "C3H6BrO3P",
  "method": "ωB97M-V/def2-TZVPD",
  "elements": ["C", "C", "C", "O", "O", "O", "P", "Br", "H", "H", "H", "H", "H", "H"],
  "xyz": [[0.285, 0.749, -0.451], [-0.764, 1.417, 0.448], [-1.973, 0.939, 0.673], [-0.037, -2.031, -0.548], [2.311, -0.918, -0.530], [0.931, -0.749, 1.635], [0.859, -0.809, 0.190], [-2.728, -0.311, -0.491], [1.281, 1.379, -0.494], [-0.092, 0.516, -1.472], [-0.308, 2.297, 1.025], [-2.547, 1.456, 1.389], [0.165, -2.786, 0.058], [2.619, -1.148, -1.431]],
  "e_lumo_ev": 0.40,
  "orbital_gap_ev": 9.771,
  "smiles": "O=P(O)(O)C/C=C\\Br",
  "spin_multiplicity": 1
}

Which of them is the least stable? Correct choice: *2*.

*1*
{
  "formula": "C5H18N2O2",
  "method": "ωB97M-V/def2-TZVPD",
  "elements": ["N", "C", "C", "N", "C", "C", "C", "H", "H", "H", "H", "H", "H", "H", "H", "H", "H", "H", "H", "H", "H", "H", "H", "O", "H", "H", "O"],
  "xyz": [[-1.429, -0.562, -2.911], [-1.185, 0.429, -1.842], [-0.911, -0.263, -0.522], [-0.093, 0.502, 0.434], [1.371, 0.369, 0.314], [2.201, 1.639, 0.266], [-0.659, 1.811, 0.791], [-1.585, -1.479, -2.529], [-0.887, -0.553, -3.754], [-0.289, 1.037, -2.102], [-2.004, 1.158, -1.738], [-1.869, -0.443, -0.001], [-0.338, -1.196, -0.630], [1.628, -0.358, -0.470], [1.657, -0.227, 1.198], [1.681, 2.474, -0.251], [3.169, 1.466, -0.213], [2.332, 2.017, 1.276], [-1.576, 1.625, 1.355], [0.046, 2.293, 1.471], [-0.726, 2.537, -0.020], [-0.711, -1.774, 3.276], [-0.909, -1.035, 1.877], [-0.797, -1.885, 2.340], [0.725, -3.972, 0.691], [0.313, -2.572, 1.190], [0.842, -3.038, 0.505]],
  "e_lumo_ev": 0.69,
  "orbital_gap_ev": 8.720,
  "smiles": "CCN(C)CCN.O.O",
  "spin_multiplicity": 1
}

*2*
{
  "formula": "C5H18N2O2",
  "method": "ωB97M-V/def2-TZVPD",
  "elements": ["N", "C", "C", "C", "N", "C", "C", "H", "H", "H", "H", "H", "H", "H", "H", "H", "H", "H", "H", "H", "H", "H", "H", "O", "H", "H", "O"],
  "xyz": [[-1.344, 1.278, 2.035], [-1.204, 0.901, 0.558], [-0.920, 2.109, -0.345], [0.067, -0.173, 0.657], [0.689, -0.585, -0.634], [-0.246, -0.724, -1.715], [1.733, -1.646, -0.428], [-0.750, 2.138, 2.251], [-2.181, 1.580, 2.289], [-2.116, 0.346, 0.128], [-1.810, 2.765, -0.623], [-0.033, 2.724, -0.086], [-0.505, 1.873, -1.413], [0.962, 0.209, 1.222], [-0.333, -0.901, 1.319], [-0.192, -1.795, -2.143], [0.058, -0.277, -2.578], [-1.229, -0.480, -1.341], [2.744, -1.374, -0.535], [1.600, -1.861, 0.714], [1.352, -2.377, -1.201], [2.614, 1.019, 0.182], [3.711, 1.974, -0.332], [3.516, 1.272, 0.303], [-2.437, -3.314, 0.790], [-2.041, -2.036, 0.150], [-1.705, -2.646, 0.778]],
  "e_lumo_ev": 0.65,
  "orbital_gap_ev": 8.658,
  "smiles": "C[C@H](N)CN(C)C.O.O",
  "spin_multiplicity": 1
}

Which of them is the least stable? Correct choice: *2*.

*1*
{
  "formula": "C27H22CdNO2S4",
  "method": "ωB97M-V/def2-TZVPD",
  "elements": ["Cd", "S", "C", "C", "C", "C", "C", "C", "S", "C", "C", "C", "C", "C", "C", "C", "S", "C", "C", "C", "C", "C", "C", "S", "N", "H", "H", "H", "H", "H", "H", "H", "H", "H", "H", "H", "H", "H", "H", "H", "C", "C", "O", "C", "C", "C", "C", "C", "C", "O", "H", "H", "H", "H", "H", "H", "H"],
  "xyz": [[-0.262, -0.053, -0.101], [0.618, 1.713, -1.737], [0.314, 3.237, -0.936], [0.431, 4.393, -1.733], [0.231, 5.664, -1.238], [-0.116, 5.852, 0.097], [-0.240, 4.738, 0.904], [-0.013, 3.450, 0.420], [-0.194, 2.139, 1.613], [1.400, 2.195, 2.477], [2.424, 1.128, 2.157], [3.434, 0.876, 3.086], [4.386, -0.077, 2.788], [4.322, -0.733, 1.568], [3.290, -0.411, 0.699], [3.223, -1.027, -0.673], [1.661, -1.822, -1.106], [1.629, -3.137, 0.090], [2.352, -4.285, -0.229], [2.421, -5.362, 0.634], [1.733, -5.283, 1.843], [0.998, -4.160, 2.158], [0.911, -3.046, 1.300], [-0.055, -1.703, 1.861], [2.352, 0.485, 1.005], [0.681, 4.257, -2.777], [0.331, 6.514, -1.903], [-0.295, 6.843, 0.495], [-0.526, 4.849, 1.944], [1.185, 2.156, 3.546], [1.840, 3.176, 2.281], [3.451, 1.410, 4.028], [5.171, -0.312, 3.497], [5.046, -1.489, 1.295], [4.032, -1.749, -0.793], [3.355, -0.236, -1.416], [2.863, -4.317, -1.184], [2.989, -6.245, 0.370], [1.762, -6.111, 2.543], [0.458, -4.117, 3.095], [-2.900, -2.652, -3.044], [-2.631, -1.579, -1.999], [-1.535, -1.636, -1.441], [-3.658, -0.591, -1.713], [-4.906, -0.707, -2.364], [-5.950, 0.153, -2.148], [-5.764, 1.208, -1.235], [-4.578, 1.368, -0.583], [-3.457, 0.486, -0.776], [-2.397, 0.724, -0.125], [-1.982, -3.220, -3.174], [-3.206, -2.224, -3.998], [-3.692, -3.324, -2.711], [-5.053, -1.519, -3.064], [-6.891, 0.026, -2.666], [-6.571, 1.908, -1.045], [-4.422, 2.179, 0.118]],
  "e_lumo_ev": 2.64,
  "orbital_gap_ev": 7.051,
  "charge": -1,
  "spin_multiplicity": 1
}

*2*
{
  "formula": "C27H22CdNO2S4",
  "method": "ωB97M-V/def2-TZVPD",
  "elements": ["Cd", "S", "C", "C", "C", "C", "C", "C", "S", "C", "C", "C", "C", "C", "C", "C", "S", "C", "C", "C", "C", "C", "C", "S", "N", "H", "H", "H", "H", "H", "H", "H", "H", "H", "H", "H", "H", "H", "H", "H", "C", "C", "O", "C", "C", "C", "C", "C", "C", "O", "H", "H", "H", "H", "H", "H", "H"],
  "xyz": [[0.481, -0.221, -0.954], [-0.092, -1.529, -3.061], [-0.994, -2.899, -2.446], [-0.891, -4.112, -3.151], [-1.582, -5.247, -2.782], [-2.430, -5.225, -1.679], [-2.559, -4.045, -0.972], [-1.847, -2.900, -1.331], [-2.098, -1.442, -0.352], [-1.460, -2.017, 1.255], [-1.204, -0.831, 2.143], [-1.676, -0.787, 3.453], [-1.337, 0.298, 4.240], [-0.539, 1.298, 3.705], [-0.120, 1.181, 2.387], [0.790, 2.191, 1.754], [2.316, 1.410, 1.096], [2.527, 0.086, 2.260], [2.824, 0.379, 3.589], [2.945, -0.617, 4.539], [2.780, -1.942, 4.142], [2.505, -2.244, 2.823], [2.373, -1.247, 1.837], [2.081, -1.780, 0.190], [-0.462, 0.145, 1.629], [-0.229, -4.136, -4.007], [-1.460, -6.158, -3.357], [-2.985, -6.106, -1.384], [-3.233, -3.993, -0.124], [-0.510, -2.523, 1.063], [-2.159, -2.707, 1.726], [-2.278, -1.599, 3.837], [-1.679, 0.360, 5.266], [-0.232, 2.151, 4.296], [1.025, 2.988, 2.459], [0.301, 2.600, 0.868], [2.956, 1.419, 3.866], [3.167, -0.367, 5.569], [2.868, -2.744, 4.865], [2.380, -3.275, 2.515], [2.502, 2.840, -3.858], [1.479, 2.334, -2.856], [1.835, 1.426, -2.111], [0.154, 2.956, -2.813], [-0.159, 3.962, -3.746], [-1.369, 4.614, -3.758], [-2.326, 4.257, -2.797], [-2.067, 3.284, -1.871], [-0.823, 2.578, -1.825], [-0.656, 1.691, -0.921], [3.425, 2.289, -3.700], [2.683, 3.908, -3.730], [2.154, 2.675, -4.879], [0.580, 4.237, -4.487], [-1.580, 5.380, -4.492], [-3.289, 4.757, -2.792], [-2.808, 2.998, -1.134]],
  "e_lumo_ev": 2.62,
  "orbital_gap_ev": 6.981,
  "charge": -1,
  "spin_multiplicity": 1
}

Which of them is the least stable? Correct choice: *1*.

*1*
{
  "formula": "C2H6OS2",
  "method": "ωB97M-V/def2-TZVPD",
  "elements": ["C", "C", "O", "H", "H", "H", "H", "S", "S", "H", "H"],
  "xyz": [[-0.563, 1.846, 0.423], [0.660, 1.335, 0.230], [1.049, 0.153, 0.888], [-0.895, 2.640, -0.217], [-1.274, 1.474, 1.139], [1.413, 1.696, -0.466], [1.873, -0.194, 0.519], [-0.481, -2.014, -1.712], [-0.007, -2.862, 0.161], [-1.805, -2.376, -1.809], [0.031, -1.698, 0.844]],
  "e_lumo_ev": [-5.84, -9.61],
  "orbital_gap_ev": [6.973, 3.160],
  "charge": 1,
  "spin_multiplicity": 2
}

*2*
{
  "formula": "C2H6OS2",
  "method": "ωB97M-V/def2-TZVPD",
  "elements": ["S", "S", "H", "H", "O", "C", "C", "H", "H", "H", "H"],
  "xyz": [[3.411, 0.840, 0.620], [2.609, -0.783, 1.496], [3.810, 0.185, -0.484], [2.190, 0.022, 2.491], [-0.897, -0.053, 1.056], [-1.800, 0.041, 0.256], [-1.648, -0.008, -1.225], [-2.812, -0.126, 0.668], [-1.494, -1.044, -1.534], [-2.547, 0.332, -1.740], [-0.824, 0.593, -1.604]],
  "e_lumo_ev": [-5.31, -8.48],
  "orbital_gap_ev": [7.782, 4.564],
  "charge": 1,
  "spin_multiplicity": 2
}

Which of them is the least stable? Correct choice: *1*.